Entry 1:
An isolated molecule of C4H12N2O in a non-equilibrium geometry, computed with ωB97M-V with the def2-TZVPD basis set.

Structure (XYZ):
```
19
Properties=species:S:1:pos:R:3
N 1.06 -0.07 1.50
H -1.86 -0.30 -2.31
H -0.33 0.55 -1.97
H -1.48 2.29 -1.51
C 1.16 -0.79 0.19
H -2.09 -0.57 -0.02
C -0.21 -1.27 -0.23
H -0.51 -2.08 0.43
H 2.26 0.92 2.88
C -1.34 0.35 -1.59
H 1.92 -1.56 0.26
C 2.39 0.31 1.99
H 0.61 0.79 1.25
H 2.93 -0.58 2.32
H 1.55 -0.05 -0.52
O -2.10 1.55 -1.56
H 2.99 0.88 1.28
N -1.17 -0.19 -0.24
H -0.06 -1.77 -1.20
```

- ΔE to the lowest compared entry with this formula, charge and spin: 42.1 kcal/mol
- E_HOMO: -0.3275 hartree
- Frontier orbital gap: 9.78 eV
- Structure (SMILES): CNCCNCO



Entry 2:
A cluster of 18 separate species, C32H35Cl51F3INO5 in total in a non-equilibrium geometry, computed with ωB97M-V with the def2-TZVPD basis set.

Structure (XYZ):
```
128
Properties=species:S:1:pos:R:3
Cl -6.92 6.20 7.34
Cl -0.87 2.04 -1.22
Cl 2.26 -2.44 -7.02
H -1.18 -0.10 1.38
H -2.03 -1.49 2.97
Cl 4.99 -5.17 -0.07
Cl -2.16 9.67 1.73
O 1.35 -1.83 7.58
C 0.23 2.74 -10.23
H 0.35 -4.33 2.28
I 2.50 2.57 1.36
O 3.88 -3.91 5.47
Cl 2.37 0.23 -4.19
Cl -0.86 -2.35 -13.67
Cl 1.79 2.09 -9.69
Cl -1.93 6.80 2.17
O 4.36 -2.21 7.15
C -2.19 2.42 4.27
Cl -1.22 -0.52 -2.74
C 3.38 -4.96 0.64
C 6.43 -0.59 4.44
Cl -3.10 1.38 3.15
C -6.17 3.62 5.62
C 4.35 0.78 3.03
H -2.59 -2.23 -3.60
C -0.43 -1.70 -12.08
C -1.23 3.76 -1.46
C -8.42 6.67 8.16
Cl 2.85 4.76 -2.67
Cl -0.99 -3.39 -2.30
C 0.00 -0.23 1.51
Cl -8.65 -2.97 5.38
C 4.84 -0.38 4.08
Cl -4.53 4.27 5.80
Cl -3.41 -7.11 -6.64
Cl 4.98 5.57 -4.49
H 0.81 -2.97 -0.76
H -1.26 -5.15 1.58
Cl -1.03 2.37 -9.05
Cl -9.31 5.24 8.70
Cl 2.14 -4.92 -0.64
H 0.32 0.41 -5.33
H -1.37 -5.96 -6.91
Cl 0.19 4.75 -1.08
N 2.87 1.00 2.66
C 1.18 1.07 -5.20
O 3.53 -4.03 4.21
C 2.12 -1.07 4.29
H -9.04 7.22 7.45
H 3.88 -4.04 -6.42
F 6.87 -1.83 3.71
H -1.63 -2.77 0.28
C 3.67 -1.33 4.76
C 5.80 4.41 4.24
Cl -2.61 4.25 -0.45
H 0.18 -4.69 0.44
C -4.92 -5.94 1.66
Cl -2.99 -4.36 -7.50
H 1.24 -3.14 5.08
Cl -8.07 7.74 9.53
Cl -1.62 7.89 -0.51
H 0.39 -1.15 -0.93
C 0.63 -1.44 6.50
C 5.93 2.12 -8.01
Cl -3.73 -6.78 2.67
H -0.34 -0.61 -12.16
C -2.45 8.06 1.04
Cl 6.11 2.62 -6.33
H -0.27 -0.71 6.74
C -0.42 -4.36 1.38
Cl -2.18 -5.19 -4.83
H -8.09 -0.71 5.06
F 7.32 0.51 4.00
Cl 1.84 -5.19 -6.15
C 0.95 -2.01 4.96
H -2.88 3.15 4.69
Cl -5.48 -4.45 2.45
C 1.74 0.14 3.20
Cl -6.88 4.13 4.07
H 1.09 -2.30 2.00
H -5.79 -6.60 1.53
Cl 5.32 5.25 5.73
Cl 3.31 -3.49 1.62
C -7.56 -1.65 4.92
Cl 5.30 3.45 -9.00
C -1.01 -2.80 1.27
Cl -0.68 -2.29 -4.98
C -1.51 -2.12 -3.43
H -1.67 -3.31 3.40
C -2.35 -5.69 -6.52
H -3.53 7.95 0.87
C 2.89 -3.77 -6.03
Cl 1.13 -2.35 -11.54
Cl -6.12 -1.65 5.96
H 0.49 0.37 0.64
H 6.90 4.36 4.21
Cl 3.07 -3.26 -4.35
H -1.50 3.92 -2.50
Cl -6.15 1.85 5.74
C 0.98 -1.93 -0.26
Cl 5.16 2.76 4.22
H 3.23 6.89 -3.61
H -6.79 4.02 6.42
H 6.92 1.85 -8.40
C 4.00 -2.50 5.86
C 3.30 5.86 -3.98
H -3.08 -2.96 2.19
Cl -1.70 -2.06 -10.89
F 6.71 -0.82 5.88
Cl 1.86 1.42 -6.80
H 2.10 -1.56 -0.28
Cl -7.10 -1.79 3.22
H 0.32 3.83 -10.31
Cl 5.25 5.31 2.82
Cl -0.91 3.28 3.41
H 3.17 -5.82 1.29
O 0.31 0.27 2.86
Cl -1.52 1.46 5.60
Cl -0.19 2.09 -11.82
H 5.20 1.46 2.55
Cl 4.88 0.70 -8.13
H -0.04 -1.84 4.35
C -2.03 -2.58 2.54
C 0.31 -1.82 1.27
Cl 2.20 5.68 -5.35
H 4.32 -3.96 3.60
Cl -4.25 -5.58 0.07
Cl 0.63 2.55 -4.41
```

- ΔE to the lowest compared entry with this formula, charge and spin: 342.3 kcal/mol
- Total charge: +1
- E_HOMO: -0.4453 hartree
- Frontier orbital gap: 7.11 eV



Entry 3:
A cluster of 9 separate species, C49H124N8O17 in total in a non-equilibrium geometry, computed with ωB97M-V with the def2-TZVPD basis set.

Structure (XYZ):
```
198
Properties=species:S:1:pos:R:3
H 4.94 4.41 -0.72
H 3.02 -1.24 -2.15
C 3.57 -0.65 -4.19
C 1.84 0.37 3.44
H 7.19 3.64 0.31
C 5.21 -1.88 -1.15
H -0.14 3.98 -0.84
H 2.40 -0.10 4.27
H -4.51 -3.08 2.88
H -4.21 -10.96 -1.58
H -6.52 -2.12 3.85
O -2.54 5.75 -4.39
N -0.75 2.98 5.84
H 0.08 0.03 -3.73
O -2.26 -2.58 3.42
H 2.02 0.96 0.18
H -1.22 4.17 -2.70
C -2.39 -6.81 -2.59
H -4.91 1.97 3.24
C -2.70 5.21 0.73
H 0.37 -5.36 -1.33
O -1.71 5.08 -0.27
H -4.05 0.66 3.96
H 2.28 2.13 5.44
H 5.39 -2.95 -1.01
H -3.38 -4.96 -2.11
H -2.63 7.12 -1.10
H -0.76 -1.52 4.31
O -1.42 0.60 -2.47
C -4.14 8.39 -0.83
H 3.30 -5.46 -1.22
O 1.91 -4.30 -0.32
H 5.76 3.39 -6.81
N -5.80 -2.53 4.44
H -3.29 0.62 -3.44
H -4.24 6.45 1.23
O 5.05 -1.50 -2.49
H 3.45 2.93 1.29
C -3.31 -10.38 -1.80
C -3.04 -5.87 -1.60
H 5.29 3.82 1.76
N 3.86 0.74 -3.97
C 1.43 2.35 4.78
C 0.19 1.88 5.54
H -7.42 9.81 -2.81
H 5.53 1.56 -5.02
H -2.76 3.22 3.01
C -0.94 3.90 -0.11
H 4.08 -1.18 -5.00
H -3.83 -6.23 -0.93
H 3.01 5.39 1.17
O -2.02 -5.46 -0.65
O -5.62 8.94 -2.70
C 2.79 -5.39 -0.24
H -3.00 -9.91 0.58
H 0.28 2.31 -2.25
H 0.28 -3.57 -1.40
H 1.80 3.38 0.89
H 0.80 -0.93 -0.96
H -2.22 5.61 1.63
H -3.03 -3.72 -0.48
H -1.43 -6.32 -2.77
H 8.58 -8.85 0.68
H -1.95 3.29 -4.12
H -4.57 5.87 -0.30
C -1.24 5.18 -4.64
H 5.88 2.14 -8.20
C -3.23 -2.22 4.38
O 6.67 -8.14 0.72
H -2.16 7.18 -5.88
C 7.01 4.57 0.85
C 7.66 6.83 0.57
O -0.33 0.32 0.00
H 4.14 -4.09 0.92
C 3.70 -1.53 -2.96
H 3.00 0.88 -6.56
O -3.54 2.55 4.73
H -3.06 -1.15 4.55
H -0.29 -2.74 3.04
H -9.20 -2.24 7.76
H 3.07 -5.27 1.82
H -3.19 -2.94 5.20
C 3.71 -5.09 0.95
H -6.58 -2.13 7.69
H 4.31 2.58 -4.77
H 1.45 3.44 4.73
H -1.64 -8.04 -1.27
H -3.15 4.22 0.91
H 6.90 7.20 1.26
H 5.57 -6.25 -0.51
H 6.32 -4.90 0.61
H 8.67 6.89 0.99
C 7.08 -6.79 0.91
H 3.44 -2.59 -3.06
H 7.60 4.52 1.78
O 7.44 5.58 -0.04
N 4.71 4.93 0.11
H 7.68 -9.10 2.17
H -2.80 -6.82 -3.60
H -1.96 1.81 3.58
N 0.11 3.28 -4.11
C 7.61 -9.16 1.08
N -2.20 -8.18 -2.11
H -1.53 -10.88 0.92
C -9.17 -2.57 6.71
H 2.56 -0.74 -4.62
H -5.60 7.13 -1.80
C -4.88 7.90 -2.08
H -4.19 7.43 -2.79
H 0.85 -1.29 0.73
H -2.78 -4.62 1.12
H 2.42 0.24 2.53
H -0.61 0.60 -0.88
H -0.56 -1.78 -0.33
H 1.33 1.74 -3.51
O 4.02 2.53 -7.27
H -3.72 7.25 -5.13
H -3.05 -11.69 0.65
O -8.03 -1.98 6.12
H 0.93 3.87 -4.04
H -5.85 -0.78 5.64
N -3.13 7.48 -0.30
C 5.53 4.78 1.27
C -2.66 -0.03 -2.84
H 5.21 3.76 -8.38
H -3.14 -0.15 -1.87
C 5.31 2.92 -7.69
H -1.40 2.92 -0.27
H 1.44 -4.55 -2.32
H 4.08 1.02 -3.03
H -4.55 -1.40 2.99
H 4.43 -7.00 1.45
H -5.20 1.44 4.95
H -0.60 4.02 4.11
H 6.18 -1.47 -0.86
H -2.48 -0.98 -3.34
C -0.93 -2.51 3.89
C 5.93 -5.91 0.46
H 2.23 -6.33 -0.14
H 0.86 -0.11 3.40
H 7.22 -10.10 0.72
H -7.43 8.39 -1.80
H -2.95 -10.78 -2.75
C -0.61 0.88 -3.61
H -1.84 4.59 5.02
H -1.38 2.72 6.58
C 0.17 -1.01 -0.07
C -2.46 -10.82 0.35
C -2.38 -4.34 0.14
O 1.74 1.76 3.55
H 7.95 -6.62 0.25
C -1.15 3.95 -3.77
C 0.31 2.07 -3.32
O -2.17 -10.87 -1.05
C -4.46 1.65 4.19
H -10.07 -2.20 6.24
H -3.42 5.89 -6.24
C -2.96 6.55 -5.49
H 4.69 0.73 -7.06
H 4.43 -1.52 -0.48
H -1.17 4.92 -5.70
C 3.99 1.34 -6.49
H 3.78 0.93 -0.14
H -0.51 5.95 -4.36
H -1.48 -3.81 0.43
H -9.12 -3.66 6.67
H -6.81 -3.52 6.70
C 3.24 4.83 0.26
H 5.45 5.57 2.02
O 2.83 2.65 -0.71
H -0.29 1.01 5.07
H 2.83 0.79 -1.51
H -4.89 8.55 -0.05
C -5.72 -1.86 5.75
H 0.44 1.54 6.55
H 2.73 5.23 -0.61
C 2.83 3.38 0.52
H 7.49 -6.72 1.92
N 4.77 -6.05 1.35
C -1.42 3.63 4.74
C -4.59 -2.29 3.64
H -4.79 -2.02 6.30
H -1.19 0.96 -4.53
C -6.78 -2.42 6.64
C 4.43 1.52 -5.04
H -0.48 3.90 0.88
C -3.73 6.27 0.28
C 2.80 1.24 -0.53
H -0.67 -3.30 4.60
C -6.83 9.27 -2.06
C 0.95 -4.43 -1.34
H -3.99 -8.47 -0.99
C -3.46 -8.86 -1.87
C -2.37 2.77 3.93
H -4.15 -8.66 -2.69
H 7.74 7.56 -0.24
H -6.72 9.94 -1.21
H -3.79 9.42 -0.94
```

- ΔE to the lowest compared entry with this formula, charge and spin: 100.6 kcal/mol
- E_HOMO: -0.3006 hartree
- Frontier orbital gap: 8.60 eV
- Structure (SMILES): COCCNCCOC.COCCNCCOC.COCCNCCOC.COCCNCCOC.COCCNCCOC.COCCNCCOC.COCCNCCOC.COCCNCCOC.CO



Entry 4:
An isolated molecule of C3H2N2O2 in a non-equilibrium geometry, computed with ωB97M-V with the def2-TZVPD basis set.

Structure (XYZ):
```
9
Properties=species:S:1:pos:R:3
C 1.20 -1.17 0.79
C 0.27 -0.11 0.30
O 2.35 -1.32 1.07
N -0.77 -0.40 -0.40
H -2.10 0.84 -1.51
H 0.38 -1.93 0.86
N -0.59 1.87 -0.48
O 0.46 1.46 0.22
C -1.23 0.79 -0.88
```

- ΔE to the lowest compared entry with this formula, charge and spin: 64.1 kcal/mol
- E_HOMO: -0.4014 hartree
- Frontier orbital gap: 9.79 eV
- Structure (SMILES): O=Cc1ncno1



Entry 5:
The ion C27H32N3 with charge +1 in a non-equilibrium geometry, computed with ωB97M-V with the def2-TZVPD basis set.

Structure (XYZ):
```
62
Properties=species:S:1:pos:R:3
C 2.39 0.70 -0.60
C 6.01 -1.52 -1.02
H -7.16 0.33 -0.12
H 0.99 4.87 4.53
H -4.89 1.48 0.31
H 2.53 -2.98 0.74
H -4.53 -4.24 -0.77
H 6.28 -0.02 0.50
H -6.97 -2.16 -0.41
C 4.75 -3.53 -0.82
H 6.17 -1.61 -2.12
H 4.95 1.74 -0.69
H -6.05 -0.46 1.03
H 4.96 -3.82 -1.87
H -0.60 5.40 4.00
C -3.76 -0.11 -0.59
H -6.60 -1.25 -1.89
N -4.98 -2.16 -0.93
H 5.59 -3.92 -0.22
H 2.40 1.75 -0.90
N 0.20 1.87 0.82
C -5.16 -3.54 -1.35
C -1.35 -1.41 -1.06
C -0.24 1.73 2.10
C 1.29 -1.23 0.33
H 0.85 6.02 3.16
C 4.88 0.69 -0.99
C 3.61 0.04 -0.51
C 3.67 -1.35 -0.18
H -5.28 1.23 -1.38
H 7.05 0.36 -1.05
C 0.79 4.17 1.36
H 1.10 3.23 -0.54
C 6.15 -0.05 -0.59
C 0.33 3.98 2.67
H -2.55 -3.17 -1.56
C -0.07 0.85 -0.47
H -0.41 -1.92 -1.31
C -2.55 -2.14 -1.21
C -6.19 -0.19 -0.03
C -3.78 -1.51 -0.89
H 0.41 -1.69 0.83
C 0.40 5.14 3.65
N 4.73 -2.09 -0.65
H 4.86 0.70 -2.10
H 3.83 -4.00 -0.49
C -2.55 0.54 -0.37
C -6.24 -1.47 -0.87
H -6.22 -3.79 -1.18
H 1.18 5.17 1.04
C -5.02 0.69 -0.45
H -0.07 1.63 -1.33
H -0.61 2.64 4.03
C -1.32 -0.05 -0.60
C 1.21 0.05 -0.27
H -2.60 1.56 0.04
H -4.95 -3.69 -2.42
C 2.48 -1.95 0.35
H -0.67 0.77 2.35
C 0.73 3.08 0.49
H 6.80 -2.14 -0.55
C -0.21 2.75 3.03
```

- ΔE to the lowest compared entry with this formula, charge and spin: 26.1 kcal/mol
- Total charge: +1
- E_HOMO: -0.3542 hartree
- Frontier orbital gap: 6.37 eV
- Structure (SMILES): Cc1cc[n+](C(c2ccc3c(c2)CCCN3C)c2ccc3c(c2)CCCN3C)cc1